Formula: C19H14BrN2O3S4Sn
Source: the OMol25 dataset
Level of theory: ωB97M-V with the def2-TZVPD basis set

Its HOMO energy is -4.31 eV. The energy is -5448.8466 Eh. As for the total charge: -1. The energy relative to the best compared isomer or geometry (same formula, charge and spin) is 0.0000 eV.

Each line ends with the natural charge from an NBO analysis.
Geometry (Å):
C (-1.460986, 2.416088, -4.792432)  -0.40
C (2.798053, 0.389980, 3.373081)  -0.15
O (-2.139287, -0.129469, 1.821880)  -0.71
C (3.977416, 0.242199, 2.635036)  -0.07
H (5.072322, 1.214939, 1.042523)  0.22
H (-1.439110, 0.309693, 1.315010)  0.49
C (4.107638, 0.782113, 1.278804)  -0.25
H (5.886255, -1.171438, 5.068342)  0.21
C (3.845021, -0.562628, 5.318073)  -0.22
O (-3.476075, 4.551470, -7.250611)  -0.60
H (6.009511, -0.450398, 2.722241)  0.21
H (-4.137963, -1.463228, 2.583370)  0.21
N (-0.237523, -0.356256, -0.061687)  -0.47
C (-1.353715, -0.416310, -1.063054)  0.23
C (-3.345261, -1.921122, -1.148071)  -0.16
C (5.018040, -0.730270, 4.595165)  -0.21
S (-2.151451, 4.017829, -5.031103)  0.32
H (1.821638, 0.140375, 5.260261)  0.21
S (-1.128823, -0.137223, -5.801049)  -0.30
C (5.084824, -0.324758, 3.273254)  -0.20
S (-0.523047, 2.195692, -3.337354)  -0.28
O (-1.051067, -1.049048, -2.231389)  -0.90
Br (3.504768, 1.936480, -1.178721)  0.07
C (2.737068, -0.002363, 4.700152)  -0.21
C (3.140585, 0.859836, 0.353622)  -0.05
H (-5.599995, -2.895072, 1.174929)  0.20
S (-2.658677, 2.044692, -7.124673)  0.32
C (1.890407, 0.132620, 0.398817)  -0.09
H (-0.085631, -1.235256, 0.431114)  0.35
C (-2.520001, -1.116424, -0.372752)  -0.16
H (1.857093, -0.658086, 1.155075)  0.17
H (-5.099313, -3.149576, -1.245043)  0.20
H (-1.634783, 0.642306, -1.212638)  0.17
C (-1.699735, 1.504874, -5.750747)  -0.40
C (-3.935106, -1.603530, 1.529020)  -0.31
C (-2.843488, -0.938954, 0.978587)  0.38
H (-3.079845, -2.038495, -2.190081)  0.25
H (3.804164, -0.847590, 6.361454)  0.21
H (1.937987, 0.860202, 2.914401)  0.21
C (-4.742200, -2.399620, 0.736729)  -0.20
C (-4.456420, -2.551368, -0.612231)  -0.26
C (-2.886480, 3.717216, -6.608359)  0.18
Sn (0.329315, -0.159096, -3.672553)  0.95
N (0.863891, 0.348968, -0.336379)  -0.16

Atomic forces in eV per Å
C -0.133 -0.020 -0.156
C 0.073 0.044 -0.002
O -0.233 0.152 0.162
C -0.092 -0.104 0.276
H -0.041 0.079 -0.005
H 0.125 -0.166 -0.072
C -0.077 0.102 -0.163
H 0.012 0.014 -0.010
C 0.038 0.010 0.010
O -0.009 -0.035 0.029
H -0.005 0.044 -0.026
H -0.023 0.013 -0.008
N -0.511 -0.459 -0.094
C 0.108 0.185 -0.088
C -0.020 -0.081 0.005
C -0.017 -0.017 0.029
S 0.054 -0.018 0.005
H -0.009 0.009 -0.023
S 0.168 -0.216 0.163
C -0.010 -0.014 -0.083
S 0.155 0.077 0.125
O 0.729 0.513 -0.239
Br -0.225 -0.238 0.040
C -0.046 -0.074 0.045
C 0.433 0.136 -0.363
H -0.003 -0.002 0.003
S 0.001 -0.036 -0.006
C -0.436 -0.241 0.060
H 0.066 -0.070 -0.085
C 0.015 0.076 0.147
H -0.002 0.028 -0.006
H 0.031 -0.037 0.006
H 0.163 -0.059 -0.075
C -0.099 0.268 0.041
C 0.023 0.035 0.068
C -0.061 -0.051 -0.089
H -0.018 0.023 0.018
H -0.027 -0.039 -0.012
H 0.019 0.029 0.024
C -0.003 0.000 0.021
C -0.041 -0.020 -0.025
C -0.009 -0.006 0.025
Sn -0.453 -0.277 0.367
N 0.390 0.445 -0.040